No. 1
Entry from the Open Molecules 2025 dataset: one molecule with the formula C16H20N4O2 at a distorted geometry (ωB97M-V/def2-TZVPD).

Calculated values
- Net charge: 0
- Energy relative to the best compared isomer or geometry (same formula, charge and spin): 3.622 eV
- Calculated total energy: -26970.13979 eV
- HOMO-LUMO gap: 8.6 eV
- SMILES: O=[N+]([O-])c1ccc2c(c1)nc1n2CCN(C2CCCCC2)C1
- HOMO energy: -8.76 eV
- Lowest unoccupied orbital energy: -0.1 eV

XYZ file:
```
42
Properties=species:S:1:pos:R:3:forces:R:3:nbo_charge:R:1
O 4.301 4.088 2.579 0.26 -0.01 -0.06 -0.38
N 3.178 4.251 3.011 0.51 0.29 0.33 0.53
O 2.916 4.902 4.004 0.01 0.14 0.20 -0.39
C 2.090 3.636 2.304 -0.93 -0.57 -0.67 -0.01
C 2.368 2.893 1.166 0.02 0.15 0.22 -0.18
C 1.291 2.318 0.513 -0.79 0.24 0.48 0.16
N 1.252 1.538 -0.614 0.25 -0.33 -0.59 -0.47
C -0.006 1.271 -0.799 0.25 0.13 0.13 0.39
N -0.829 1.826 0.144 0.30 -0.08 -0.22 -0.37
C -0.032 2.504 1.015 0.76 0.19 0.11 0.13
C -0.290 3.251 2.157 -0.08 -0.07 -0.07 -0.24
C 0.790 3.816 2.796 0.20 0.10 0.12 -0.19
H 0.659 4.409 3.687 -0.02 0.00 0.01 0.25
H -1.293 3.388 2.529 -0.08 0.05 0.07 0.22
C -2.229 1.524 0.106 -0.48 -0.29 -0.07 -0.22
C -2.372 0.009 -0.087 -0.31 -0.02 0.08 -0.21
N -1.614 -0.510 -1.223 -0.09 0.15 0.04 -0.45
C -0.686 0.442 -1.826 -0.17 0.03 -0.22 -0.27
H 0.045 -0.081 -2.437 0.01 0.09 0.00 0.24
H -1.264 1.104 -2.486 0.21 -0.04 -0.02 0.21
C -1.069 -1.843 -0.978 0.22 0.00 -0.27 -0.03
C -0.861 -2.595 -2.294 -0.28 -0.23 0.30 -0.41
C -0.462 -4.040 -2.011 0.30 0.12 -0.18 -0.39
C 0.816 -4.085 -1.179 -0.23 -0.18 0.18 -0.40
C 0.631 -3.318 0.127 0.25 0.10 -0.15 -0.39
C 0.224 -1.874 -0.151 -0.34 -0.15 0.17 -0.43
H 1.025 -1.369 -0.695 0.05 0.08 -0.03 0.21
H 0.081 -1.343 0.794 0.04 0.09 -0.01 0.21
H 1.558 -3.334 0.703 -0.04 -0.04 0.08 0.21
H -0.143 -3.805 0.726 -0.01 -0.04 0.08 0.19
H 1.084 -5.121 -0.965 0.09 0.00 -0.04 0.21
H 1.634 -3.637 -1.747 0.09 -0.01 -0.04 0.20
H -0.312 -4.572 -2.953 -0.07 -0.07 0.01 0.21
H -1.267 -4.542 -1.469 -0.06 -0.06 -0.01 0.19
H -1.784 -2.558 -2.875 0.00 0.07 -0.04 0.22
H -0.073 -2.122 -2.882 0.06 0.08 -0.07 0.19
H -1.848 -2.379 -0.422 0.04 -0.01 -0.01 0.19
H -2.050 -0.475 0.847 -0.01 0.06 -0.05 0.18
H -3.431 -0.232 -0.241 0.03 0.06 0.19 0.20
H -2.699 2.058 -0.727 -0.01 0.01 0.15 0.21
H -2.707 1.833 1.037 0.02 -0.02 -0.12 0.23
H 3.379 2.774 0.813 0.06 -0.01 -0.02 0.26
```
Forces are in eV/Å.

No. 2
Entry from the Open Molecules 2025 dataset: one molecule with the formula C16H20N4O3 at a distorted geometry (ωB97M-V/def2-TZVPD).

Calculated values
- Net charge: 0
- Energy relative to the best compared isomer or geometry (same formula, charge and spin): 1.227 eV
- Calculated total energy: -29019.73974 eV
- HOMO-LUMO gap: 9.5 eV
- SMILES: C[C@@H](OC(=O)Cn1nnc2ccccc21)C(=O)NC1CCCC1
- HOMO energy: -9.16 eV
- Lowest unoccupied orbital energy: 0.4 eV

XYZ file:
```
43
Properties=species:S:1:pos:R:3:forces:R:3:nbo_charge:R:1
C 0.617 -3.267 -2.462 -0.06 0.27 -0.02 -0.64
C 1.438 -2.035 -2.098 0.32 -0.65 0.18 0.01
H 2.363 -2.018 -2.684 -0.21 0.01 0.26 0.23
C 1.870 -2.067 -0.613 -0.29 0.20 -0.58 0.65
O 3.027 -2.276 -0.320 0.46 -0.11 -0.01 -0.62
N 0.881 -1.887 0.271 -0.35 0.03 0.27 -0.63
H -0.070 -1.746 -0.045 0.17 -0.04 -0.20 0.42
C 1.101 -1.845 1.702 0.31 -0.09 0.04 -0.07
C 0.051 -2.698 2.431 -0.08 0.03 -0.02 -0.41
H -0.350 -3.477 1.785 0.07 -0.10 0.01 0.21
H 0.506 -3.174 3.300 0.00 -0.04 0.05 0.21
C -1.005 -1.695 2.888 0.11 -0.05 0.22 -0.41
H -1.635 -2.084 3.686 -0.12 -0.01 -0.02 0.21
H -1.643 -1.408 2.050 -0.10 0.03 -0.07 0.19
C -0.160 -0.504 3.328 -0.08 0.07 -0.05 -0.41
H 0.294 -0.715 4.297 -0.02 0.00 0.10 0.20
H -0.736 0.417 3.409 0.03 0.02 0.09 0.22
C 0.921 -0.410 2.249 0.05 0.04 0.16 -0.41
H 0.586 0.244 1.442 0.02 0.02 -0.04 0.21
H 1.854 -0.006 2.636 0.06 0.07 -0.04 0.22
H 2.116 -2.216 1.860 -0.17 0.05 0.00 0.24
O 0.807 -0.792 -2.469 0.26 0.18 -0.17 -0.48
C -0.424 -0.477 -2.139 -0.42 0.40 -0.14 0.81
O -1.200 -1.141 -1.494 -0.09 -0.03 -0.07 -0.63
C -0.759 0.941 -2.618 0.06 -0.35 -0.20 -0.31
N -0.481 1.844 -1.538 -0.40 0.10 0.69 -0.20
C -1.088 1.939 -0.320 0.47 0.69 0.40 0.15
C -2.165 1.300 0.282 -0.19 -0.16 0.01 -0.27
C -2.478 1.705 1.560 -0.05 -0.07 -0.12 -0.19
C -1.753 2.707 2.223 0.05 0.16 0.16 -0.24
C -0.686 3.343 1.635 0.04 -0.03 -0.11 -0.18
C -0.349 2.952 0.340 -0.86 -0.96 -0.33 0.03
N 0.627 3.369 -0.517 0.46 0.62 0.38 -0.21
N 0.540 2.716 -1.594 0.52 -0.11 -1.04 -0.01
H -0.124 4.113 2.139 0.06 0.10 0.09 0.23
H -2.050 2.981 3.224 0.00 0.03 0.08 0.22
H -3.306 1.238 2.073 -0.07 -0.05 0.03 0.22
H -2.716 0.523 -0.224 -0.06 -0.09 0.00 0.24
H -0.120 1.223 -3.456 -0.14 0.01 0.10 0.26
H -1.817 0.991 -2.890 0.17 -0.03 0.03 0.23
H -0.301 -3.319 -1.884 0.03 -0.06 -0.02 0.23
H 1.214 -4.152 -2.259 0.10 -0.06 -0.01 0.23
H 0.366 -3.246 -3.521 0.00 -0.04 -0.08 0.22
```
Forces are in eV/Å.

No. 3
Entry from the Open Molecules 2025 dataset: C16H20N4O3S as an isolated structure at a distorted geometry (ωB97M-V/def2-TZVPD).

Calculated values
- Net charge: 0
- Energy relative to the best compared isomer or geometry (same formula, charge and spin): 15.858 eV
- Calculated total energy: -39840.57629 eV
- HOMO-LUMO gap: 7.9 eV
- HOMO energy: -8.37 eV
- Lowest unoccupied orbital energy: -0.4 eV

XYZ file:
```
44
Properties=species:S:1:pos:R:3:forces:R:3:nbo_charge:R:1
C -2.924 -0.406 -3.368 3.30 -0.15 -17.76 -0.18
H -3.637 -1.112 -3.633 -1.82 -1.01 -1.46 0.18
H -2.958 0.599 -4.059 -0.37 -1.92 1.45 0.13
H -1.964 -0.886 -3.761 -0.39 0.45 0.12 0.13
O -2.971 -0.297 -2.216 -1.11 3.07 19.37 -0.51
C -2.100 0.629 -1.571 -5.70 -5.04 -1.70 0.77
O -1.299 1.053 -2.212 8.59 4.39 -7.86 -0.54
C -2.156 1.000 -0.300 -3.80 -1.71 6.61 -0.26
C -3.287 0.520 0.443 0.33 -0.78 3.71 -0.18
C -3.312 0.663 1.884 -2.66 1.49 -0.22 -0.22
C -2.420 1.618 2.580 -2.13 -3.49 0.66 -0.20
C -1.372 2.005 1.779 3.56 -0.69 3.55 -0.23
C -1.107 1.520 0.393 0.53 5.51 5.06 0.23
N -0.031 2.281 -0.168 -5.53 -3.09 -2.54 -0.56
C 1.124 2.651 0.148 1.84 0.02 12.46 0.66
O 1.351 2.754 1.568 -0.01 -0.35 -7.28 -0.73
C 2.102 2.943 -0.793 0.58 6.22 -4.01 -0.70
H 2.160 4.134 -0.720 0.08 -1.97 0.08 0.28
H 1.810 2.916 -1.893 0.02 -0.76 1.39 0.25
S 3.715 2.477 -0.497 1.62 -1.30 -0.10 0.35
C 3.288 0.744 -0.695 -0.18 7.11 0.08 0.19
N 4.110 -0.121 -0.391 6.72 -2.02 -0.04 -0.31
N 3.467 -1.216 -0.502 -3.72 -4.25 1.76 -0.31
C 2.103 -0.952 -0.444 2.84 4.07 -4.76 0.35
N 2.052 0.478 -0.896 -2.85 -6.25 2.31 -0.50
C 1.140 -1.960 -0.646 -4.86 -0.13 4.60 -0.49
H 0.193 -1.674 -1.065 -0.34 1.29 -0.22 0.24
H 1.373 -2.660 -1.311 1.81 -3.45 -2.28 0.22
C 0.617 -2.551 0.878 8.04 -0.44 -4.54 -0.18
C 1.919 -3.246 1.502 2.21 3.73 -9.19 -0.57
H 1.576 -3.575 2.303 -2.19 -3.91 7.34 0.18
H 2.274 -3.998 0.654 -0.48 1.17 2.37 0.19
H 2.691 -2.447 1.702 -0.70 -1.01 -0.24 0.21
C 0.141 -1.519 1.627 1.41 11.29 -6.81 -0.53
H -0.795 -1.058 1.246 0.37 -0.32 0.03 0.21
H 0.925 -0.377 1.756 -2.02 -3.58 -0.53 0.18
H -0.010 -1.754 2.480 -1.96 -2.85 11.08 0.18
H -0.100 -3.237 0.894 -2.99 -3.39 -1.13 0.20
H 3.892 -2.193 -0.503 -0.58 2.13 0.50 0.42
H -0.228 2.123 -1.109 0.72 0.21 -2.52 0.42
H -0.418 2.376 2.563 -2.56 -0.43 -3.56 0.32
H -2.585 1.665 3.862 0.87 0.44 -4.30 0.25
H -4.305 0.287 2.460 2.64 0.61 -1.43 0.22
H -4.044 -0.194 0.032 0.90 1.09 -0.05 0.24
```
Forces are in eV/Å.

No. 4
Entry from the Open Molecules 2025 dataset: one molecule with the formula C16H20N4O6 at a distorted geometry (ωB97M-V/def2-TZVPD).

Calculated values
- Net charge: 0
- Energy relative to the best compared isomer or geometry (same formula, charge and spin): 7.571 eV
- Calculated total energy: -35156.10504 eV
- HOMO-LUMO gap: 8.2 eV
- SMILES: CC1(C)[C@]2([N+](=O)[O-])CN3C[C@@]1([N+](=O)[O-])CN(C2)[C@H]3c1ccc(O)c(O)c1
- HOMO energy: -8.53 eV
- Lowest unoccupied orbital energy: -0.3 eV

XYZ file:
```
46
Properties=species:S:1:pos:R:3:forces:R:3:nbo_charge:R:1
O -0.518 3.732 2.638 -0.11 -0.12 -0.33 -0.35
O -2.651 -2.151 1.613 0.54 1.67 -1.32 -0.38
O 0.587 2.373 3.898 -0.67 0.22 -1.37 -0.39
O -3.487 -0.945 0.009 0.86 -0.06 0.51 -0.36
O 2.418 -2.987 -5.006 0.59 -0.71 0.18 -0.70
O 0.915 -0.877 -5.343 0.39 -0.85 -0.33 -0.67
C 2.617 -2.579 -2.634 -1.06 1.48 0.65 -0.26
C 2.307 -1.753 -1.521 -0.31 0.33 -1.12 -0.21
C 1.063 -0.293 -3.014 -0.35 1.00 0.35 -0.26
C 2.114 -2.236 -3.896 1.94 -1.97 1.41 0.20
C 1.357 -1.130 -4.075 -0.77 0.92 -0.52 0.30
C 1.538 -0.561 -1.711 -0.03 -1.17 -0.27 -0.07
N 0.068 1.228 -0.624 -0.29 -0.53 -1.43 -0.46
N 1.132 -0.296 0.784 0.45 -1.31 0.18 -0.46
N -0.004 2.654 2.840 0.77 0.13 2.41 0.51
N -2.584 -1.214 0.791 -1.01 -1.18 0.80 0.52
C 1.291 0.386 -0.528 -1.38 -0.07 0.68 0.11
C -2.685 1.664 1.773 -0.23 -0.39 -1.06 -0.64
C -1.603 0.197 3.333 -0.47 -0.06 -0.11 -0.64
C 0.073 2.277 0.403 -0.61 -0.54 -0.28 -0.24
C 1.142 0.660 1.889 -0.11 -0.28 0.23 -0.24
C -1.184 0.371 -0.640 0.66 0.16 1.19 -0.24
C -0.055 -1.208 0.907 0.15 0.59 -0.42 -0.24
C -0.069 1.613 1.816 -0.06 -0.89 -2.35 0.05
C -1.350 -0.350 0.776 1.22 1.31 -0.96 0.04
C -1.429 0.774 1.894 -0.67 0.22 1.57 0.02
H 3.092 -3.662 -4.757 -0.83 0.76 -0.37 0.50
H 1.259 -1.650 -5.868 -0.57 1.16 0.31 0.50
H 3.203 -3.474 -2.502 0.12 -0.15 0.02 0.21
H 2.670 -2.047 -0.539 -0.12 0.26 -0.14 0.23
H 0.458 0.602 -3.302 0.56 -0.73 0.73 0.24
H 2.187 1.046 -0.517 -0.65 -0.20 0.48 0.22
H -2.721 2.161 0.810 -0.08 0.31 -0.11 0.21
H -2.741 2.418 2.556 0.13 -0.10 0.01 0.23
H -3.601 1.041 1.815 0.53 0.26 0.13 0.23
H -0.859 -0.560 3.529 0.23 -0.08 0.48 0.21
H -1.591 1.011 4.097 0.27 -0.69 -0.64 0.23
H -2.599 -0.293 3.434 0.70 0.30 -0.22 0.23
H -0.736 2.952 0.166 -0.36 0.15 0.25 0.23
H 0.984 2.892 0.306 -0.11 -0.47 0.23 0.22
H 1.182 0.160 2.854 -0.16 -0.29 -0.06 0.23
H 2.068 1.216 1.842 0.23 0.41 -0.12 0.22
H -2.063 0.944 -0.906 0.01 0.43 0.22 0.23
H -1.133 -0.397 -1.411 0.43 0.03 0.03 0.23
H -0.009 -1.691 1.877 0.08 -0.04 0.14 0.22
H -0.053 -2.020 0.143 0.13 0.77 0.36 0.23
```
Forces are in eV/Å.

No. 5
Entry from the Open Molecules 2025 dataset: C16H20NNdO as an isolated structure at a distorted geometry (ωB97M-V/def2-TZVPD).

Calculated values
- Spin multiplicity: 4
- Net charge: -2
- Energy relative to the best compared isomer or geometry (same formula, charge and spin): 1.814 eV
- Calculated total energy: -35725.96133 eV
- HOMO-LUMO gap (alpha / beta): 2.3 / 2.4 eV
- HOMO energy (alpha / beta): 2.54 / 2.37 eV
- Lowest unoccupied orbital energy (alpha / beta): 4.8 / 4.8 eV

XYZ file:
```
39
Properties=species:S:1:pos:R:3:forces:R:3:nbo_charge:R:1
Nd 0.185 -0.520 1.535 -0.57 -2.68 -0.69 1.54
C 2.255 0.350 2.918 0.64 0.29 0.16 -0.35
C 2.847 -0.400 1.871 0.51 0.39 -0.36 -0.33
C 2.583 0.250 0.634 0.12 0.91 0.83 -0.31
H 3.454 -1.292 1.978 -0.36 -0.01 0.02 0.23
C 1.802 1.413 0.922 1.05 -0.14 0.42 -0.38
C 1.633 1.481 2.345 0.23 0.63 -0.15 -0.37
H 1.102 2.267 2.898 0.28 -0.55 -0.35 0.22
H 2.288 0.113 3.988 -0.06 0.03 -0.55 0.23
H 2.946 -0.018 -0.353 -0.31 -0.26 0.23 0.24
H 1.416 2.107 0.179 0.10 -0.15 0.23 0.23
C -2.390 0.156 2.236 -0.13 0.44 -0.79 -0.33
C -1.559 1.253 2.600 -0.55 0.05 -0.50 -0.38
C -1.123 1.868 1.397 -0.07 0.43 -0.02 -0.31
H -1.271 1.536 3.611 -0.16 -0.05 -0.25 0.22
C -1.598 1.121 0.296 -0.60 0.25 0.06 -0.38
C -2.424 0.076 0.811 0.27 0.48 0.53 -0.35
H -2.998 -0.609 0.202 0.15 -0.13 0.13 0.23
H -2.911 -0.496 2.915 0.10 -0.13 0.07 0.24
H -0.504 2.772 1.317 -0.32 -0.62 0.10 0.21
H -1.422 1.351 -0.762 -0.03 -0.25 0.48 0.25
O 1.007 -2.363 0.357 -0.12 1.01 2.50 -0.85
C -0.424 -0.036 -3.164 1.91 -1.20 2.74 -0.27
C 0.257 -1.180 -2.686 0.77 -0.95 -1.52 -0.55
C 0.375 1.237 -3.220 -0.43 -0.15 -0.84 -0.62
C -1.895 -0.048 -3.402 0.58 -0.18 -0.59 -0.64
C 0.603 -2.642 -0.831 -1.34 -0.20 -3.28 -0.24
H 1.386 -1.260 -2.796 -1.05 0.71 0.21 0.16
H -0.105 -2.177 -3.047 -0.33 0.36 0.50 0.14
H -0.482 -2.984 -1.046 1.22 0.05 0.57 0.08
H 1.359 -3.108 -1.542 -0.72 0.35 0.46 0.09
H 0.309 1.551 -4.292 0.32 0.56 0.32 0.15
H 1.454 1.082 -2.968 -0.96 0.07 -0.13 0.20
H -0.049 2.059 -2.607 0.27 -0.03 -0.12 0.16
H -1.986 -0.201 -4.498 -0.75 0.08 -0.08 0.16
H -2.359 0.916 -3.154 -0.22 -0.19 0.07 0.18
H -2.402 -0.891 -2.892 0.24 0.58 -0.23 0.21
N -0.813 -2.812 4.491 0.35 1.61 -1.07 -0.61
C -0.547 -1.921 3.763 -0.02 -1.43 0.91 -0.11
```
Forces are in eV/Å.

No. 6
Entry from the Open Molecules 2025 dataset: a 2-piece molecular cluster, C16H20O2 overall at a distorted geometry (ωB97M-V/def2-TZVPD).

Calculated values
- Net charge: 0
- Energy relative to the best compared isomer or geometry (same formula, charge and spin): 1.255 eV
- Calculated total energy: -21011.03274 eV
- HOMO-LUMO gap: 8.9 eV
- SMILES: CCc1ccc(O)cc1.CCc1ccc(O)cc1
- HOMO energy: -8.14 eV
- Lowest unoccupied orbital energy: 0.8 eV

XYZ file:
```
38
Properties=species:S:1:pos:R:3:forces:R:3:nbo_charge:R:1
C 0.236 1.823 -0.496 -0.67 0.05 0.21 -0.42
C 0.222 2.135 -1.992 0.55 -0.25 0.47 -0.62
C -1.123 1.649 0.189 0.91 -0.58 -0.54 -0.05
C -1.129 0.896 1.362 -1.06 0.82 0.39 -0.17
C -2.318 2.008 -0.421 0.49 -0.15 0.44 -0.19
C -2.342 0.625 1.992 0.89 0.52 -0.19 -0.29
C -3.537 1.759 0.200 0.83 -0.33 -0.80 -0.27
C -3.506 1.083 1.407 -1.36 -0.03 0.47 0.30
O -4.731 0.912 2.026 0.14 -0.32 0.06 -0.68
H 0.704 0.865 -0.295 0.47 0.18 -0.20 0.22
H 0.807 2.599 0.003 0.17 0.09 0.26 0.21
H 0.162 3.207 -2.176 -0.45 -0.09 -0.17 0.21
H -0.220 0.648 1.885 0.29 -0.26 -0.21 0.21
H -2.205 2.434 -1.406 -0.55 0.28 -0.08 0.21
H -2.319 0.178 2.977 -0.30 -0.22 -0.04 0.21
H -4.447 1.949 -0.352 -0.22 0.15 0.44 0.23
H -4.644 0.255 2.730 0.01 0.21 -0.16 0.48
H -0.531 1.550 -2.498 -0.49 0.16 -0.28 0.21
H 1.158 1.811 -2.436 0.33 0.02 -0.02 0.21
C 3.106 -0.588 -0.924 0.19 0.15 -0.15 -0.44
C 4.155 -0.322 0.161 -0.57 1.22 -0.25 -0.61
C 1.847 -1.312 -0.502 0.90 -0.01 0.21 0.04
C 1.780 -1.969 0.724 -0.69 -0.34 -0.71 -0.23
C 0.721 -1.305 -1.313 -0.56 -0.52 -0.01 -0.22
C 0.618 -2.649 1.075 0.21 0.36 1.02 -0.26
C -0.479 -1.832 -0.862 -0.16 -0.09 -0.07 -0.27
C -0.538 -2.530 0.338 0.27 0.19 -0.43 0.28
O -1.701 -3.095 0.791 0.11 -0.13 0.21 -0.68
H 2.821 0.355 -1.397 -0.12 0.07 0.13 0.21
H 3.628 -1.121 -1.718 -0.20 -0.28 -0.18 0.21
H 4.642 0.634 -0.043 -0.19 0.13 0.15 0.21
H 2.624 -2.041 1.388 0.19 0.09 0.00 0.22
H 0.715 -0.949 -2.335 0.32 0.51 0.12 0.21
H 0.609 -3.165 2.025 -0.19 -0.21 -0.01 0.22
H -1.387 -1.670 -1.434 0.03 -0.20 -0.09 0.22
H -2.124 -3.520 0.043 -0.30 0.01 -0.10 0.48
H 4.955 -1.003 0.105 0.87 -1.27 0.14 0.21
H 3.770 -0.301 1.177 -0.09 0.10 -0.01 0.21
```
Forces are in eV/Å.